[1]
Here is a structure of composition C36H33AsCl4FeN3O10S3 at a distorted geometry from the Open Molecules 2025 dataset. Energies are from ωB97M-V/def2-TZVPD.

Its expectation value of S² is 8.764. As for the HOMO energy (spin up / spin down): -2.80 / -2.77 eV.

ORCA input file:
```
! wB97M-V def2-TZVPD RIJCOSX def2/J DEFGRID3
* xyz -2 6
Fe -0.35489 0.68359 0.48284
C -4.64255 -3.88977 3.54736
C -3.47606 -2.93086 3.56541
C -2.17188 -3.40564 3.48626
C -1.09610 -2.53027 3.54022
C -1.33016 -1.17173 3.64702
C -2.62339 -0.66694 3.67923
C -3.68581 -1.55412 3.65932
S 0.03484 -0.09644 3.96902
O 1.22422 -0.91962 4.00111
O -0.27312 0.58348 5.21441
N -0.01884 0.89573 2.73386
C 0.82832 1.94980 2.59942
C 1.76237 2.42697 3.55159
C 2.57946 3.47210 3.20396
C 2.48129 4.04504 1.93273
C 1.54792 3.51927 1.06707
N 0.72904 2.51923 1.38663
H -4.36030 -4.85765 3.96600
H -4.99166 -4.06222 2.52445
H -5.48250 -3.49530 4.12183
H -1.99437 -4.47414 3.40068
H -0.06944 -2.88040 3.51287
H -2.77761 0.40624 3.72776
H -4.70046 -1.17828 3.72948
H 1.83229 1.93090 4.51076
H 3.31642 3.84033 3.90905
H 3.11977 4.86378 1.62573
H 1.42960 3.91037 0.06103
Cl 5.82965 -3.39083 -1.50253
C 4.61441 -2.36225 -0.75555
C 5.02764 -1.19263 -0.08740
C 4.10254 -0.37935 0.49781
Cl 4.61346 1.07191 1.30381
C 2.67563 -0.66129 0.48342
O 1.85377 0.10061 1.02397
C 2.32968 -1.87667 -0.20140
C 0.95389 -2.29447 -0.22308
O 0.01408 -1.71627 0.29133
C 3.29266 -2.69255 -0.81193
H 6.07852 -0.93612 -0.04538
H 0.76300 -3.25127 -0.75566
H 2.97206 -3.59192 -1.33108
C -3.21819 -0.27231 -2.54594
As -3.28157 -0.80995 -0.70012
C -3.05351 -2.73857 -0.89753
C -5.05891 -0.73090 0.04734
O -2.07831 -0.42510 0.37122
H -3.34284 -1.15511 -3.17125
H -2.22565 0.15049 -2.68262
H -3.97197 0.48518 -2.74726
H -3.87948 -3.19150 -1.44888
H -2.98344 -3.16414 0.10511
H -2.10856 -2.91246 -1.41750
H -5.74663 -0.30721 -0.68475
H -4.98521 -0.05269 0.88862
H -5.37904 -1.72010 0.35825
Cl 0.05983 -3.40984 -6.57551
C -1.09998 -2.17361 -6.95270
C -2.11676 -2.47926 -7.84440
C -3.04889 -1.50814 -8.16478
C -2.96183 -0.25055 -7.59774
C -1.94567 0.04037 -6.70387
Cl -1.91112 1.60013 -5.99370
C -0.97694 -0.91161 -6.34837
N 0.06881 -0.69121 -5.42309
C 1.03645 0.31147 -5.57916
C 1.23576 0.95622 -6.80509
C 2.25386 1.88374 -6.96971
C 3.10220 2.17933 -5.91496
C 2.92981 1.51238 -4.70733
C 1.92838 0.56839 -4.51483
C 1.89024 -0.23004 -3.22748
C 0.68163 -0.04249 -2.28262
O 0.91507 0.71922 -1.29233
O -0.35333 -0.71654 -2.50740
H -2.16419 -3.46886 -8.28127
H -3.85126 -1.73737 -8.85474
H -3.69394 0.51527 -7.82626
H -0.18532 -0.87874 -4.44011
H 0.57136 0.73398 -7.63290
H 2.38788 2.36505 -7.93216
H 3.89579 2.90877 -6.02922
H 3.59955 1.72209 -3.87947
H 2.76458 0.01364 -2.62836
H 1.92327 -1.28976 -3.49318
O -2.10190 2.06972 1.39827
S -2.85391 2.56367 0.23151
O -3.27699 3.94776 0.34385
O -3.98909 1.68332 -0.14118
S -1.45510 2.38479 -1.23003
*
```

Now the Mulliken charges, all in e:
1 Fe 2.11
2 C -1.48
3 C 1.05
4 C -0.83
5 C -0.05
6 C -0.46
7 C -0.38
8 C -0.69
9 S 1.19
10 O -0.76
11 O -0.77
12 N 0.22
13 C 0.47
14 C -0.82
15 C -0.55
16 C -0.83
17 C -0.34
18 N 0.34
19 H 0.39
20 H 0.25
21 H 0.37
22 H 0.30
23 H 0.48
24 H 0.34
25 H 0.31
26 H 0.48
27 H 0.36
28 H 0.37
29 H 0.40
30 Cl -0.31
31 C 0.23
32 C -0.72
33 C 0.45
34 Cl -0.24
35 C -0.70
36 O 0.57
37 C 1.27
38 C -0.85
39 O -0.04
40 C -1.04
41 H 0.44
42 H 0.04
43 H 0.37
44 C -0.94
45 As 0.47
46 C -1.27
47 C -1.17
48 O 0.18
49 H 0.47
50 H -0.06
51 H 0.43
52 H 0.42
53 H 0.23
54 H 0.21
55 H 0.36
56 H 0.30
57 H 0.35
58 Cl -0.23
59 C 0.68
60 C -0.48
61 C -0.35
62 C -0.68
63 C 0.97
64 Cl -0.14
65 C -1.32
66 N 0.74
67 C 0.64
68 C -0.52
69 C -0.71
70 C -0.84
71 C -0.44
72 C 0.00
73 C -1.34
74 C 0.49
75 O -0.65
76 O -0.88
77 H 0.40
78 H 0.36
79 H 0.41
80 H -0.04
81 H 0.41
82 H 0.37
83 H 0.37
84 H 0.46
85 H 0.29
86 H 0.46
87 O -0.58
88 S 1.03
89 O -0.75
90 O -0.73
91 S -0.30



[2]
Here is a structure of composition C12H8Cl6F10KLiMg2NO8S at a distorted geometry from the Open Molecules 2025 dataset. Energies are from ωB97M-V/def2-TZVPD.

As for the HOMO energy: -7.41 eV.

ORCA input file:
```
! wB97M-V def2-TZVPD RIJCOSX def2/J DEFGRID3
* xyz 1 1
O 1.25715 0.49535 5.67949
C 0.81343 1.14061 4.71338
O 1.27857 0.94267 3.53009
Cl 0.56059 2.22551 2.39193
O -0.21514 2.00154 4.98860
C -1.49535 1.44397 4.68603
C -1.88407 0.09265 4.98514
C -3.12485 -0.46930 4.74317
C -4.03653 0.45907 4.13008
C -3.55028 1.74558 3.87542
N -2.33690 2.25406 4.10552
H -1.13290 -0.55474 5.48228
H -3.37940 -1.50162 4.99559
H -5.07539 0.16467 3.90079
H -4.26977 2.44413 3.41610
Mg -1.74458 4.25391 2.69482
O -0.90128 -2.53631 5.73807
S -0.35219 -3.23714 6.97643
O -1.37447 -4.07741 7.53066
O 0.07267 -2.23930 7.93149
O 0.82801 -4.10830 6.57331
K -5.60828 -0.91750 2.20650
C -1.05265 3.45385 -2.01297
Cl -2.15347 2.18615 -2.56938
Cl -0.46408 3.04306 -0.38334
Cl 0.31178 3.56681 -3.12088
Cl -1.90863 4.99898 -1.95861
F 2.43549 -2.65103 5.75596
Li 3.89327 -3.70027 5.10787
C 2.21028 1.21271 -6.08054
C 0.72400 0.91463 -5.80163
C 0.41037 0.08734 -4.55152
F 0.98288 -1.12735 -4.56668
F -0.93074 -0.11889 -4.45778
F 0.17302 0.35418 -6.91314
F 0.10589 2.12404 -5.63885
O 2.89896 0.37574 -7.00266
C 3.43635 -0.82813 -6.57406
C 2.74004 -2.04198 -7.19916
F 1.41913 -2.03545 -6.96362
F 3.23920 -3.18639 -6.66432
F 3.45679 -0.87513 -5.22365
F 4.72730 -0.82595 -6.96801
H 2.22203 2.18996 -6.56366
H 2.78030 1.34677 -5.15877
H 0.73433 0.61150 -3.64668
H 2.89572 -2.05987 -8.27933
Cl 0.02173 0.08882 -9.04873
Mg 0.34849 -1.09001 4.80991
F 0.01321 -6.03620 6.39928
*
```

Now the natural (NBO) charges, all in e:
1 O -0.69
2 C 0.90
3 O -0.60
4 Cl -0.19
5 O -0.48
6 C 0.55
7 C -0.35
8 C -0.10
9 C -0.31
10 C 0.07
11 N -0.52
12 H 0.17
13 H 0.28
14 H 0.17
15 H 0.21
16 Mg 0.67
17 O -1.20
18 S 2.54
19 O -0.85
20 O -0.89
21 O -0.50
22 K 0.99
23 C -0.23
24 Cl 0.06
25 Cl 0.01
26 Cl 0.08
27 Cl 0.06
28 F -0.91
29 Li 0.99
30 C -0.14
31 C 0.60
32 C 0.52
33 F -0.32
34 F -0.33
35 F -0.28
36 F -0.34
37 O -0.49
38 C 0.85
39 C 0.50
40 F -0.31
41 F -0.33
42 F -0.33
43 F -0.32
44 H 0.24
45 H 0.20
46 H 0.13
47 H 0.17
48 Cl -0.46
49 Mg 1.82
50 F -0.30



Number 1: calculated total energy -8843.31834 a.u.. Number 2: calculated total energy -6283.72920 a.u..